Entry 1:
A single C5H4N2O2S molecule. Source: the OMol25 dataset; level of theory: ωB97M-V/def2-TZVPD.

Geometry (Å):
O 1.86366 1.71933 1.14095
C 0.53365 1.55289 1.09037
O -0.46701 2.08330 1.82064
C 0.02438 0.51466 0.07414
N -1.10710 -0.00791 0.48330
C -1.51039 -1.21459 0.01738
C -0.70006 -1.88169 -0.98849
N 0.43765 -1.30294 -1.37947
C 0.85596 -0.17688 -0.83403
S 2.26399 0.50184 -1.57759
H -1.17093 1.43393 1.63451
H -2.47590 -1.54957 0.36446
H -0.99939 -2.97232 -1.33788
H 2.45148 1.29994 -0.50828

Force components x, y, z for each atom (eV/Å):
O -7.56 0.18 0.76
C 5.33 0.34 -1.10
O 2.71 -0.37 -0.44
C 1.32 -0.30 1.79
N -1.12 -1.62 -0.36
C 1.35 0.62 -1.65
C -1.29 -0.33 1.71
N -0.77 -1.62 -0.24
C -0.77 0.77 -0.85
S 0.45 -0.06 0.09
H -0.81 -0.08 -0.04
H 0.07 -0.30 -0.01
H 0.84 2.58 0.46
H 0.24 0.20 -0.13

Computed properties:
**E_LUMO**: -0.0277 Ha
**SMILES**: O=C(O)c1nccnc1S
**HOMO-LUMO gap**: 8.408 eV
**2S+1**: 1
**Charge**: 0
**ΔE to the lowest compared entry with this formula, charge and spin**: 15.65 kcal per mole


Entry 2:
2 unconnected molecules or ions with the total composition C5H2FN. Source: the OMol25 dataset; level of theory: ωB97M-V/def2-TZVPD.

Geometry (Å):
C 2.10397 -0.47863 1.91251
C 1.96025 0.10863 0.82825
C 1.69822 0.70793 -0.39434
C 1.40618 0.99834 -1.51220
F 1.27109 1.44766 -2.69492
H 2.05535 -0.78139 2.98820
C -1.38228 -0.17220 -2.58863
N -0.32964 -0.61765 -2.75885
H -2.22742 0.29667 -2.22547

Force components x, y, z for each atom (eV/Å):
C -0.75 1.70 -1.41
C 0.14 -1.59 3.05
C 0.26 -0.82 0.85
C 0.42 0.58 -0.52
F -0.04 0.18 -0.02
H 0.32 0.27 -1.85
C 2.74 -1.07 -0.10
N -1.63 0.16 -0.21
H -1.46 0.60 0.21

Computed properties:
**E_LUMO**: 0.0314 Ha
**SMILES**: C#CC#CF.C#N
**HOMO-LUMO gap**: 10.291 eV
**2S+1**: 1
**Charge**: 0
**ΔE to the lowest compared entry with this formula, charge and spin**: 41.10 kcal per mole


Entry 3:
10 unconnected molecules or ions with the total composition C29H57N3O13S4. Source: the OMol25 dataset; level of theory: ωB97M-V/def2-TZVPD.

Geometry (Å):
C -9.96360 31.89193 -1.12274
C -10.61495 33.10264 -1.76758
O -9.61909 34.12762 -1.81577
C -8.64994 33.85701 -0.86863
O -7.66975 34.57497 -0.69621
O -8.83277 32.54640 -0.45143
H -9.73291 31.13888 -1.87626
H -10.68765 31.68155 -0.33559
H -11.47854 33.37186 -1.15945
H -10.90653 32.82575 -2.78070
C -9.34918 18.68474 -9.84996
C -10.52854 17.84839 -10.08989
O -10.69640 17.16738 -8.84951
C -10.22289 17.93053 -7.88615
O -10.55791 17.92204 -6.74552
O -9.43949 18.89918 -8.41014
H -9.44396 19.54590 -10.51142
H -8.40015 18.33278 -10.25440
H -10.38945 17.00292 -10.76364
H -11.49510 18.26739 -10.36967
C -13.08173 24.42201 -13.02798
C -13.12027 25.60147 -11.99667
O -14.02124 25.03884 -11.10127
C -14.22640 23.68247 -11.26638
O -15.00536 22.98516 -10.57203
O -13.51467 23.29472 -12.26629
H -12.03033 24.31210 -13.29364
H -13.67383 24.63920 -13.91700
H -13.34264 26.45001 -12.64368
H -12.07747 25.68781 -11.69133
C -11.47660 24.63602 3.67056
C -10.34844 24.83696 2.65228
C -9.29965 25.97962 2.96715
C -9.19674 26.29419 4.45038
N -9.08245 26.59046 5.55373
H -11.98007 23.67294 3.58629
H -12.19223 25.44981 3.55336
H -11.23493 24.54633 4.72963
H -10.79559 25.08666 1.69009
H -9.95902 23.83738 2.45921
H -9.55476 26.92544 2.48919
H -8.34056 25.68942 2.53816
C -18.26224 23.44568 -4.63078
C -17.21527 24.34655 -3.99368
C -17.81389 25.60530 -3.39393
C -17.01046 26.58500 -2.68189
N -16.34855 27.21487 -2.03056
H -18.65292 23.96577 -5.50541
H -19.06959 23.25249 -3.92442
H -17.81326 22.51362 -4.97399
H -16.51410 24.62499 -4.78040
H -16.58436 23.96935 -3.18883
H -18.61008 25.20134 -2.76864
H -18.10724 26.22737 -4.23954
C -6.61773 24.92469 -13.35361
C -6.54933 26.50163 -13.55852
C -7.37189 27.12507 -14.89195
C -7.86289 26.14901 -15.88374
N -8.36412 25.33870 -16.57030
H -6.36927 24.31465 -14.22206
H -7.52397 24.54345 -12.88297
H -5.75151 24.56662 -12.79723
H -5.52675 26.87868 -13.54203
H -7.09467 27.00445 -12.75985
H -6.71915 27.78928 -15.45839
H -8.23881 27.70317 -14.57205
C -9.93265 25.56694 -4.96234
S -8.95821 25.01495 -6.45802
O -8.54672 26.28528 -7.16418
C -7.57936 24.50575 -5.41684
H -10.84032 25.00261 -4.74838
H -10.32935 26.55930 -5.17663
H -9.48377 25.67622 -3.97509
H -7.22787 25.25641 -4.70897
H -6.71062 24.34626 -6.05555
H -7.91239 23.62245 -4.87188
C -0.32260 26.38180 -8.73110
S -1.09099 25.95319 -7.08344
O -0.11478 26.38167 -6.04910
C -2.32872 27.33061 -7.19760
H -0.94873 25.93299 -9.50221
H 0.64904 25.88796 -8.71931
H -0.17194 27.43509 -8.96771
H -1.78279 28.14843 -7.66793
H -2.73011 27.58655 -6.21704
H -3.15955 27.13955 -7.87682
C -7.55494 32.76483 -7.97101
S -6.54595 33.03831 -6.39313
O -6.29489 31.62551 -5.79072
C -5.05074 33.99706 -6.82238
H -7.02551 32.92758 -8.90980
H -8.44505 33.38473 -7.86371
H -7.85305 31.71652 -7.98761
H -4.64615 34.47629 -5.93089
H -5.43064 34.63984 -7.61649
H -4.25211 33.41455 -7.28168
C -17.62488 30.44997 -10.73264
S -17.76806 30.85329 -8.94026
O -18.63040 29.82446 -8.30227
C -15.99057 30.59934 -8.49259
H -17.36428 31.34960 -11.29018
H -18.55624 30.30753 -11.28073
H -17.15773 29.50302 -11.00314
H -15.60703 30.94464 -7.53252
H -15.43150 31.05252 -9.31123
H -15.70246 29.55006 -8.55663

Force components x, y, z for each atom (eV/Å):
C -0.12 2.47 0.98
C -0.09 -0.19 -0.83
O -0.01 -0.04 1.10
C 1.95 -0.05 -2.00
O -3.13 -2.16 0.36
O 0.43 0.32 0.03
H 0.58 -0.18 0.72
H 0.56 -1.34 -0.07
H 0.04 0.61 -0.29
H -0.19 0.56 -0.02
C 0.23 1.37 -0.63
C -0.98 -3.11 -0.67
O -0.66 -0.95 0.14
C -0.81 1.41 0.70
O 0.49 -0.55 0.23
O 1.21 0.60 -1.48
H -0.28 1.01 1.00
H 0.20 -0.91 1.05
H 0.33 0.38 -0.53
H 0.27 0.78 0.20
C 1.52 0.98 0.17
C 1.15 -2.58 -2.87
O -1.46 0.81 2.03
C -3.44 -0.67 3.41
O 3.27 2.90 -2.54
O 0.88 -1.07 -2.24
H -0.25 -0.60 -0.39
H -0.32 -0.58 0.18
H -0.99 0.51 1.10
H -0.33 0.29 1.14
C -0.45 0.18 0.25
C -0.29 0.01 0.24
C -0.61 -0.75 1.09
C 0.41 -0.36 -1.56
N -0.12 -0.10 -0.05
H -0.21 0.07 -0.91
H -0.24 -0.15 0.26
H 0.80 0.67 -0.01
H -0.13 0.18 0.02
H 0.98 0.28 0.24
H -0.29 -0.11 -0.02
H 0.16 0.07 0.44
C 0.31 0.27 0.43
C 1.74 0.56 0.03
C -0.68 0.57 -1.15
C -1.24 -3.27 -1.02
N 2.06 2.43 1.86
H -0.22 -0.08 0.02
H -0.11 -0.22 -0.14
H -0.11 -0.01 0.12
H 0.18 0.07 -0.02
H -0.20 -0.99 -0.13
H -0.43 0.92 0.04
H -1.28 -0.25 -0.08
C 1.05 0.73 -0.37
C -1.86 -0.60 -1.38
C 1.23 -1.07 0.58
C -1.38 -2.17 -0.79
N 1.43 2.11 1.58
H -0.78 0.48 -0.78
H 0.02 0.27 -0.14
H -0.11 0.56 0.94
H -0.12 -0.17 -0.30
H 0.30 -0.24 0.28
H 0.10 0.17 0.27
H 0.11 -0.05 0.13
C -1.25 0.49 0.14
S 0.19 1.90 1.25
O -0.37 -1.19 0.43
C 0.67 -0.01 -0.17
H 0.08 -0.57 -0.52
H 0.26 0.10 -0.50
H 0.92 -0.28 -0.36
H -0.57 0.29 -0.03
H -0.19 -0.57 -0.15
H 0.25 -0.16 -0.13
C -0.17 -0.80 0.33
S 0.08 1.50 -0.84
O -0.20 -0.16 -0.07
C 0.25 -0.05 -0.46
H 0.01 -0.07 -0.05
H -0.07 -0.08 -0.03
H -0.19 0.08 0.54
H -0.01 0.23 0.55
H 0.30 -0.12 -0.02
H -0.01 -0.54 0.05
C 0.93 -0.09 0.26
S -1.10 -2.16 1.54
O 0.21 2.53 -1.47
C -0.05 -1.18 -1.10
H 0.07 0.38 0.12
H 0.23 0.10 -0.13
H 0.14 0.01 0.47
H -0.50 0.14 -0.12
H 0.14 0.60 0.37
H -0.09 -0.33 0.07
C -0.59 -0.01 -0.62
S -0.14 -0.06 -0.15
O 0.51 0.06 -0.08
C 0.28 -0.78 -1.04
H 1.27 -0.05 0.27
H -1.04 -0.06 1.18
H 0.93 0.33 0.35
H -0.79 0.43 -0.01
H 0.03 0.42 0.11
H -0.46 -0.28 0.01

Computed properties:
**E_LUMO**: -0.0097 Ha
**HOMO-LUMO gap**: 8.465 eV
**2S+1**: 1
**Charge**: 0


Entry 4:
A molecular structure, C31H23BrN2O4PdS. Source: the OMol25 dataset; level of theory: ωB97M-V/def2-TZVPD.

Geometry (Å):
Pd 0.02518 0.71420 0.04823
Br 1.75373 2.68490 -0.77725
C 1.14213 2.53990 -2.59922
C 1.77178 3.32150 -3.54542
C 1.32322 3.29426 -4.86528
C 0.24903 2.50643 -5.21662
C -0.39723 1.70117 -4.26083
C -1.51940 0.91809 -4.60800
C -2.16737 0.13686 -3.67306
C -1.67760 0.07140 -2.36839
C -0.58740 0.83957 -1.97118
C 0.06183 1.68766 -2.90646
H 2.59644 3.96108 -3.26844
H 1.81397 3.90995 -5.60318
H -0.11949 2.50416 -6.23358
H -1.86369 0.93814 -5.63269
H -3.04363 -0.43430 -3.94409
H -2.17326 -0.58587 -1.66101
O 1.54720 -0.33934 1.61825
C 2.11757 -0.90305 0.65852
O 1.79294 -0.72889 -0.53752
C 3.16321 -1.94750 0.94534
C 2.77123 -3.00649 1.79334
C 3.58545 -4.09382 2.03408
C 4.81364 -4.08809 1.39658
O 5.77159 -5.01019 1.40874
C 6.80559 -4.55423 0.56257
O 6.43675 -3.27795 0.08200
C 5.22433 -3.00630 0.56572
C 4.40430 -1.91989 0.32783
H 1.80160 -2.96527 2.26666
H 3.29152 -4.90605 2.67979
H 6.93193 -5.24800 -0.28062
H 7.74938 -4.49376 1.11856
H 4.71282 -1.10003 -0.30088
S -0.47797 3.43038 3.83836
C -0.00201 2.11207 2.85260
N -0.61665 2.00847 1.71303
C -1.52108 3.02890 1.51541
C -2.30050 3.23461 0.37670
C -3.15761 4.31483 0.35665
C -3.25667 5.17867 1.45105
C -2.48558 4.99223 2.58218
C -1.60504 3.91737 2.60206
H 0.76390 1.41766 3.16333
H -2.21695 2.54855 -0.46038
H -3.76646 4.49549 -0.51612
H -3.94788 6.00738 1.41004
H -2.56258 5.65954 3.42711
N -1.00512 -1.35502 1.02211
C -2.29194 -1.84033 1.32615
C -3.04693 -1.23726 2.33612
C -4.26319 -1.77809 2.70359
C -4.74024 -2.92136 2.07202
C -4.01381 -3.49472 1.03485
C -2.80714 -2.94596 0.64261
H -0.50199 -1.97877 0.39696
H -0.45829 -1.13737 1.85198
H -2.66932 -0.34512 2.81951
H -4.85061 -1.31425 3.48188
H -5.67689 -3.35680 2.38357
H -4.38647 -4.37790 0.53765
H -2.24428 -3.38343 -0.17352

Force components x, y, z for each atom (eV/Å):
Pd 0.43 -0.67 -0.35
Br -0.25 -0.04 -0.72
C -0.25 -0.36 0.82
C 0.04 0.15 -0.42
C 0.33 0.18 0.39
C -0.51 -0.42 0.03
C 0.44 0.30 0.18
C 0.20 0.25 -0.38
C -0.13 -0.39 0.91
C -0.73 -0.41 -1.00
C 0.46 0.62 1.52
C 0.07 0.11 -0.42
H 0.04 0.01 0.04
H 0.03 0.04 -0.06
H 0.01 0.02 -0.05
H -0.04 0.01 -0.07
H -0.02 -0.02 -0.09
H 0.05 0.06 0.03
O 0.44 -0.13 0.44
C -0.46 0.27 0.01
O 0.04 -0.07 -0.28
C 0.41 0.32 -0.57
C 0.33 -0.81 0.47
C -0.33 -0.01 0.20
C 0.37 -0.24 -0.09
O -0.79 0.32 0.28
C 1.21 -0.65 -0.34
O -0.69 0.52 0.10
C 0.27 -0.11 -0.14
C -0.14 0.24 0.06
H -0.06 0.07 0.02
H -0.03 -0.07 0.01
H -0.21 0.18 0.15
H -0.28 0.13 0.02
H -0.03 0.01 -0.14
S -0.16 -0.09 -0.28
C -0.13 0.09 0.11
N 0.16 -0.18 -0.45
C -0.33 0.59 0.39
C 0.01 -0.04 0.02
C 0.09 -0.17 -0.07
C 0.08 0.03 0.18
C -0.08 0.10 -0.03
C 0.13 -0.31 -0.17
H 0.03 -0.05 0.00
H -0.06 0.08 0.06
H -0.06 0.01 -0.05
H -0.02 0.04 0.02
H -0.02 0.08 0.03
N 0.69 0.82 -0.52
C -0.98 -0.35 0.16
C 0.40 -0.02 -0.33
C -0.17 -0.23 -0.13
C 0.10 0.03 -0.07
C -0.26 0.11 0.14
C 0.33 0.39 0.20
H 0.04 0.02 0.29
H -0.01 -0.25 -0.21
H 0.04 0.02 0.08
H 0.01 0.04 0.08
H -0.08 -0.03 0.00
H -0.05 -0.03 -0.06
H 0.07 -0.10 0.02

Computed properties:
**E_LUMO (alpha / beta)**: -0.2002 / -0.3212 Ha
**HOMO-LUMO gap (alpha / beta)**: 7.246 / 4.106 eV
**2S+1**: 5
**Charge**: +2
**<S²>**: 6.050
**ΔE to the lowest compared entry with this formula, charge and spin**: 18.15 kcal per mole


> Which of these has the highest 2S+1?

C31H23BrN2O4PdS


> Which value of 2S+1 does entry 2 give?

1


> What is the formula in the fourth record?

C31H23BrN2O4PdS